Here is C38H99BMnO19 as an isolated structure at a distorted geometry from the Open Molecules 2025 dataset. Energies are from wB97M-V/def2-TZVPD.

Results
Spin multiplicity: 6
LUMO level (alpha / beta), eV: 0.4 / 0.4
Gap between HOMO and LUMO (alpha / beta), eV: 7.5 / 7.9
Largest force on an atom, eV Å⁻¹: 4.3
Energy relative to the best compared isomer or geometry (same formula, charge and spin), kcal/mol: 84.1

Last column: Mulliken charge in e.
CARTESIAN COORDINATES (ANGSTROEM)
Mn -22.07 43.71 -9.22  1.75
C -19.27 43.11 -6.43  -0.26
C -19.94 42.10 -7.30  -0.29
O -21.15 42.42 -7.87  -0.82
H -19.11 44.05 -6.96  -0.34
H -18.25 42.83 -6.17  0.50
H -19.89 43.46 -5.60  -0.03
H -20.08 41.17 -6.76  0.29
H -19.25 41.88 -8.12  -0.25
B -21.30 45.74 -9.11  5.72
H -20.45 45.10 -8.94  -0.98
H -21.72 45.40 -10.04  -1.47
H -22.06 45.60 -8.35  -1.32
H -21.05 46.79 -9.10  -1.33
C -21.62 45.31 -1.91  -0.78
O -21.61 46.10 -3.05  -0.39
C -20.86 45.57 -4.14  -1.24
C -20.95 46.50 -5.36  1.24
O -20.44 47.80 -5.14  -0.51
C -20.59 48.74 -6.20  0.16
H -20.58 45.11 -1.66  0.31
H -22.11 44.36 -2.14  0.30
H -22.07 45.85 -1.07  0.24
H -21.30 44.60 -4.38  0.32
H -19.81 45.48 -3.86  0.70
H -22.02 46.61 -5.53  -0.23
H -20.46 45.98 -6.18  -0.07
H -21.64 48.78 -6.49  -0.02
H -20.03 48.39 -7.06  -0.26
H -20.27 49.75 -5.97  0.39
C -22.58 48.85 -12.89  -0.51
O -23.40 49.22 -11.76  -0.45
C -22.80 49.01 -10.44  0.34
C -21.38 49.54 -10.00  0.40
O -21.32 50.96 -9.91  -0.48
C -20.01 51.48 -9.80  -0.73
H -22.14 47.86 -12.74  0.04
H -21.76 49.56 -13.04  0.33
H -23.09 48.92 -13.85  0.26
H -22.88 47.93 -10.30  -0.32
H -23.38 49.53 -9.68  0.18
H -20.74 49.13 -10.78  0.04
H -21.01 49.03 -9.12  -0.29
H -19.61 51.28 -8.81  0.24
H -20.09 52.54 -10.05  0.31
H -19.33 51.14 -10.58  0.27
C -24.04 43.81 -6.92  -1.31
O -23.91 43.97 -8.34  0.93
C -25.10 44.17 -9.13  -0.53
C -24.61 44.99 -10.33  -0.22
O -23.61 44.26 -11.02  -0.11
C -23.29 44.79 -12.30  -1.08
H -24.80 43.08 -6.63  0.41
H -24.27 44.72 -6.37  -0.04
H -23.15 43.38 -6.46  0.36
H -25.78 44.86 -8.62  0.02
H -25.66 43.28 -9.41  0.31
H -24.18 45.94 -10.01  -0.70
H -25.46 45.28 -10.94  0.84
H -22.64 44.12 -12.86  0.07
H -22.84 45.78 -12.23  0.29
H -24.14 44.90 -12.98  0.53
C -24.19 40.89 -9.55  -1.15
O -23.14 41.73 -9.94  0.06
C -22.46 41.27 -11.07  -1.34
C -21.04 41.83 -11.22  -0.03
O -20.92 43.19 -10.93  -0.15
C -19.80 43.76 -11.62  0.24
H -23.88 39.87 -9.32  0.29
H -25.00 40.95 -10.28  0.44
H -24.71 41.23 -8.65  0.19
H -22.99 41.46 -12.00  0.35
H -22.32 40.19 -11.12  0.62
H -20.70 41.60 -12.23  -0.19
H -20.35 41.31 -10.56  0.35
H -20.00 43.65 -12.68  0.12
H -18.87 43.26 -11.34  -0.29
H -19.61 44.80 -11.34  -0.20
C -17.15 41.25 -10.86  -0.71
O -18.00 41.19 -11.95  -0.02
C -17.53 40.46 -13.10  -0.74
C -18.62 40.73 -14.12  -0.41
O -18.63 42.07 -14.50  -0.31
C -19.63 42.36 -15.45  -0.67
H -17.66 41.76 -10.04  0.06
H -16.20 41.71 -11.12  0.31
H -16.96 40.22 -10.55  0.35
H -17.52 39.41 -12.84  0.32
H -16.50 40.72 -13.35  0.41
H -19.58 40.33 -13.79  0.23
H -18.44 40.19 -15.05  0.50
H -19.86 43.42 -15.31  0.08
H -20.60 41.86 -15.41  0.33
H -19.25 42.22 -16.47  0.36
C -24.69 44.51 -3.61  -0.78
O -25.75 45.30 -4.21  -0.06
C -26.97 44.96 -3.68  -0.73
C -27.94 46.12 -4.01  -0.64
O -28.34 45.97 -5.38  -0.23
C -29.46 46.88 -5.65  -0.70
H -23.71 44.72 -4.06  -0.12
H -24.95 43.47 -3.44  0.52
H -24.62 44.77 -2.56  0.50
H -26.90 45.03 -2.59  0.40
H -27.22 43.94 -3.94  0.40
H -27.50 47.10 -3.84  0.28
H -28.83 46.03 -3.38  0.44
H -30.38 46.55 -5.16  0.36
H -29.67 46.86 -6.72  0.04
H -29.13 47.90 -5.45  0.38
C -14.69 47.47 -6.55  -0.61
O -15.60 46.38 -6.68  -0.41
C -16.95 46.68 -6.83  -0.37
C -17.34 46.91 -8.26  -0.02
O -16.76 48.08 -8.82  -0.43
C -17.33 48.36 -10.05  -0.66
H -13.65 47.14 -6.67  0.26
H -14.79 47.82 -5.53  0.26
H -14.83 48.29 -7.25  0.25
H -17.22 47.50 -6.17  0.40
H -17.57 45.81 -6.58  0.09
H -18.43 46.97 -8.29  0.06
H -17.06 46.04 -8.86  0.35
H -16.59 48.90 -10.64  0.41
H -18.15 49.07 -9.98  0.17
H -17.52 47.44 -10.61  0.21
C -21.80 49.29 -17.61  -0.85
O -21.11 49.14 -16.39  -0.21
C -19.79 48.60 -16.53  -0.59
C -19.24 48.22 -15.20  -0.57
O -20.07 47.27 -14.57  -0.26
C -19.41 46.47 -13.59  -0.13
H -21.30 50.10 -18.13  0.33
H -22.80 49.67 -17.44  0.25
H -21.86 48.46 -18.33  0.33
H -19.20 49.36 -17.04  0.40
H -19.92 47.74 -17.18  0.31
H -19.28 49.09 -14.54  0.27
H -18.18 47.96 -15.21  0.47
H -20.19 45.98 -13.02  -0.55
H -18.79 47.08 -12.94  0.44
H -18.91 45.63 -14.08  0.38
C -28.34 46.15 -9.16  -0.50
O -27.73 47.13 -9.97  -0.33
C -27.66 48.45 -9.39  -0.69
C -26.80 48.44 -8.12  -0.46
O -25.56 47.80 -8.42  -0.06
C -24.59 47.62 -7.46  -0.36
H -27.76 46.07 -8.23  0.07
H -28.32 45.21 -9.71  0.19
H -29.35 46.51 -8.96  0.35
H -28.67 48.80 -9.17  0.44
H -27.20 49.18 -10.05  0.35
H -27.20 47.97 -7.22  0.12
H -26.50 49.46 -7.88  0.36
H -24.04 48.53 -7.25  0.40
H -23.82 46.88 -7.69  -0.41
H -25.14 47.33 -6.56  0.39